(A)
{
  "formula": "C4H12NO2",
  "method": "the ωB97M-V functional and the def2-TZVPD basis",
  "total_charge": -1,
  "multiplicity": 1,
  "homo_lumo_gap_ev": 7.413,
  "symbols": ["C", "O", "C", "C", "C", "N", "H", "H", "H", "H", "H", "H", "H", "H", "H", "H", "H", "H", "O"],
  "positions_angstrom": [[-0.375, -0.858, -1.100], [-1.330, 0.071, -0.787], [0.328, -1.479, 0.124], [1.378, -0.624, 0.862], [1.060, 0.850, 1.093], [0.153, 0.977, 2.246], [0.419, -0.444, -1.773], [-0.819, -1.703, -1.683], [0.852, -2.388, -0.207], [-0.476, -1.679, 0.841], [2.196, -0.541, 0.122], [1.737, -1.058, 1.806], [1.933, 1.497, 1.230], [0.498, 1.210, 0.228], [-0.722, 0.472, 2.192], [-0.203, 1.912, 2.386], [-2.552, 1.978, -2.527], [-1.869, 0.637, -2.124], [-2.209, 1.169, -2.930]]
}

***

(B)
{
  "formula": "C4H12NO2",
  "method": "the ωB97M-V functional and the def2-TZVPD basis",
  "total_charge": -1,
  "multiplicity": 1,
  "homo_lumo_gap_ev": 6.085,
  "symbols": ["C", "C", "N", "C", "C", "O", "H", "H", "H", "H", "H", "H", "H", "H", "H", "H", "H", "H", "O"],
  "positions_angstrom": [[-0.243, -1.490, -1.074], [-1.147, -1.150, 0.144], [-0.587, -0.349, 1.275], [0.178, 0.863, 1.025], [1.750, 0.724, 0.930], [2.426, 0.273, 1.976], [-0.435, -0.770, -1.864], [0.811, -1.422, -0.823], [-0.501, -2.449, -1.526], [-1.555, -2.038, 0.639], [-2.048, -0.636, -0.210], [-0.026, -1.012, 1.805], [-0.114, 1.471, 0.173], [0.113, 1.507, 1.922], [2.139, 1.669, 0.534], [1.880, -0.049, 0.077], [-0.667, 1.293, -2.364], [-0.840, 1.663, -0.865], [-1.136, 1.902, -1.774]]
}

***

(C)
{
  "formula": "C4H12NO2",
  "method": "the ωB97M-V functional and the def2-TZVPD basis",
  "total_charge": -1,
  "multiplicity": 1,
  "homo_lumo_gap_ev": 6.561,
  "symbols": ["C", "C", "C", "C", "O", "N", "H", "H", "H", "H", "H", "H", "H", "H", "H", "H", "H", "H", "O"],
  "positions_angstrom": [[-1.113, 0.972, 1.443], [-0.317, 0.055, 0.521], [-0.184, 0.620, -0.884], [1.039, 1.620, -0.903], [0.854, 2.714, -0.166], [-0.798, -1.393, 0.484], [-0.602, 1.933, 1.485], [-1.143, 0.557, 2.452], [-2.104, 1.029, 0.963], [0.693, 0.035, 0.961], [-1.021, 1.311, -1.041], [0.104, -0.112, -1.638], [1.369, 1.762, -1.961], [1.902, 0.945, -0.542], [-1.784, -1.123, 0.556], [-0.636, -1.805, 1.403], [1.194, -3.008, -0.600], [-0.231, -3.196, -0.676], [0.556, -3.748, -0.587]]
}

***

(D)
{
  "formula": "C4H12NO2",
  "method": "the ωB97M-V functional and the def2-TZVPD basis",
  "total_charge": -1,
  "multiplicity": 1,
  "homo_lumo_gap_ev": 6.340,
  "symbols": ["C", "N", "C", "C", "C", "O", "H", "H", "H", "H", "H", "H", "H", "H", "H", "H", "H", "H", "O"],
  "positions_angstrom": [[-2.560, 0.892, -0.563], [-1.548, 1.318, 0.435], [-0.403, 0.526, 0.252], [0.942, 1.083, 0.616], [2.046, 0.098, 0.171], [2.245, -0.919, 1.075], [-3.468, 1.481, -0.447], [-2.862, -0.136, -0.423], [-2.178, 0.876, -1.601], [-0.549, 0.107, -0.858], [-0.548, -0.510, -1.532], [-0.412, -0.388, 0.867], [1.051, 2.140, 0.316], [0.986, 1.128, 1.718], [1.655, -0.243, -0.869], [2.963, 0.601, -0.085], [1.424, -2.083, 0.434], [0.204, -3.051, 0.500], [1.014, -2.920, -0.005]]
}

***

Which of them is least stable? Easy: (D).

***

(A)
{
  "formula": "C4H12NO2",
  "method": "the ωB97M-V functional and the def2-TZVPD basis",
  "total_charge": -1,
  "multiplicity": 1,
  "homo_lumo_gap_ev": 7.067,
  "symbols": ["C", "N", "C", "O", "C", "C", "H", "H", "H", "H", "H", "H", "H", "H", "H", "H", "H", "H", "O"],
  "positions_angstrom": [[-0.259, 1.485, -0.351], [-0.350, 0.642, 1.384], [-1.575, -0.126, 1.721], [-1.963, -1.439, 1.024], [1.230, 1.193, -0.811], [1.685, -0.248, -0.532], [-0.909, 1.313, -1.193], [-0.246, 2.406, 0.134], [-0.303, 0.425, 0.181], [-1.486, -0.498, 2.672], [-2.541, 0.587, 1.645], [1.848, 1.934, -0.330], [1.339, 1.245, -1.923], [1.102, -1.098, -0.966], [2.725, -0.298, -0.998], [1.780, -0.507, 0.487], [-1.312, -1.419, 0.257], [-0.473, -3.280, -1.163], [-0.293, -2.318, -1.240]]
}

***

(B)
{
  "formula": "C4H12NO2",
  "method": "the ωB97M-V functional and the def2-TZVPD basis",
  "total_charge": -1,
  "multiplicity": 1,
  "homo_lumo_gap_ev": 7.821,
  "symbols": ["C", "N", "C", "C", "C", "O", "H", "H", "H", "H", "H", "H", "H", "H", "H", "H", "H", "H", "O"],
  "positions_angstrom": [[1.742, 0.176, -0.597], [0.406, 0.512, -0.966], [-0.212, 1.761, 1.209], [-0.595, 0.498, 0.170], [-0.729, -0.835, 0.855], [-1.408, -1.832, 0.214], [2.079, 0.812, 0.253], [1.900, -0.795, -0.118], [2.451, 0.156, -1.537], [0.118, -0.331, -1.662], [-1.001, 1.818, 2.036], [-0.474, 2.797, 0.793], [0.783, 1.652, 1.545], [-1.552, 0.684, -0.206], [-1.228, -0.611, 1.914], [0.254, -1.207, 1.251], [-1.030, -1.881, -0.782], [-1.092, -1.396, -2.322], [-0.414, -1.979, -2.050]]
}

***

Which of them is least stable? Easy: (A).

***

(A)
{
  "formula": "C5H10N2O",
  "method": "the ωB97M-V functional and the def2-TZVPD basis",
  "smiles": "N[C@@H]1[C@@H]2NCCO[C@@H]12",
  "multiplicity": 1,
  "homo_lumo_gap_ev": 8.893,
  "symbols": ["C", "C", "C", "C", "C", "H", "H", "H", "H", "H", "H", "H", "H", "H", "H", "N", "N", "O"],
  "positions_angstrom": [[-1.469, -0.647, 0.418], [-0.277, 0.198, 0.859], [1.438, 0.867, -0.444], [1.740, -0.599, 0.201], [-0.244, -0.979, -0.225], [-2.886, 0.884, -0.002], [-2.215, -0.105, -1.441], [-2.122, -1.034, 1.337], [0.385, 0.005, 1.775], [-0.458, 1.819, -0.354], [1.582, 0.720, -1.544], [2.190, 1.483, -0.258], [2.714, -0.934, -0.135], [1.808, -0.540, 1.420], [-0.607, -0.752, -1.276], [-2.578, -0.076, -0.351], [0.174, 1.361, 0.225], [0.825, -1.671, -0.205]]
}

***

(B)
{
  "formula": "C5H10N2O",
  "method": "the ωB97M-V functional and the def2-TZVPD basis",
  "smiles": "CN1NCC=C1CO",
  "multiplicity": 1,
  "homo_lumo_gap_ev": 8.480,
  "symbols": ["C", "C", "C", "C", "C", "N", "N", "O", "H", "H", "H", "H", "H", "H", "H", "H", "H", "H"],
  "positions_angstrom": [[-0.091, 1.557, 0.274], [-0.516, 0.324, 0.034], [1.369, 1.627, -0.074], [0.671, -1.817, 0.046], [-2.224, -0.132, 0.344], [1.655, 0.286, -0.607], [0.433, -0.508, -0.537], [-3.034, 0.357, -0.667], [-0.662, 2.389, 0.631], [1.581, 2.414, -0.806], [1.990, 1.816, 0.815], [1.702, -2.088, -0.174], [0.524, -1.838, 1.130], [0.007, -2.546, -0.422], [-2.487, 0.351, 1.274], [-2.231, -1.221, 0.420], [1.910, 0.336, -1.591], [-2.798, -0.072, -1.498]]
}

***

(C)
{
  "formula": "C5H10N2O",
  "method": "the ωB97M-V functional and the def2-TZVPD basis",
  "multiplicity": 1,
  "homo_lumo_gap_ev": 9.670,
  "symbols": ["C", "C", "C", "C", "C", "H", "H", "H", "H", "H", "H", "H", "H", "H", "H", "N", "N", "O"],
  "positions_angstrom": [[-2.319, -0.507, 0.458], [0.176, -0.596, -0.007], [2.431, -0.576, 0.225], [0.292, 0.845, 0.355], [0.061, 1.615, -0.935], [-3.113, 0.563, 0.235], [-2.989, -1.731, 0.008], [-2.103, -0.507, 1.647], [-0.951, -1.795, -0.405], [2.930, -1.839, 0.764], [2.226, 0.365, 1.027], [3.070, -0.344, -0.825], [-0.750, 2.594, -0.761], [-0.613, 0.954, -1.806], [1.379, 2.101, -1.150], [-1.108, -0.883, -0.313], [1.106, -1.345, -0.067], [0.275, 1.084, 1.549]]
}

***

Which of them is least stable? Easy: (C).

***

(A)
{
  "formula": "C5H4O",
  "method": "the ωB97M-V functional and the def2-TZVPD basis",
  "multiplicity": 3,
  "s_squared": 2.02,
  "homo_lumo_gap_ev": [6.395, 8.503],
  "symbols": ["C", "C", "C", "C", "C", "O", "H", "H", "H", "H"],
  "positions_angstrom": [[0.590, -0.176, -0.166], [-0.829, 1.225, -1.775], [-0.007, -0.644, 1.143], [-0.044, 0.522, -1.018], [0.500, -1.345, 2.137], [1.022, -2.002, 2.948], [1.647, -0.506, -0.328], [-1.460, 0.891, -2.500], [-1.009, -0.162, 1.327], [-0.411, 2.196, -1.767]]
}

***

(B)
{
  "formula": "C5H4O",
  "method": "the ωB97M-V functional and the def2-TZVPD basis",
  "multiplicity": 3,
  "s_squared": 2.02,
  "homo_lumo_gap_ev": [7.723, 6.660],
  "symbols": ["C", "C", "C", "C", "C", "O", "H", "H", "H", "H"],
  "positions_angstrom": [[1.135, -0.491, -0.360], [1.438, 0.723, 0.205], [-0.375, -0.356, -0.022], [-0.003, 1.083, 0.341], [-1.453, -0.961, 0.193], [-0.764, 1.946, -0.097], [1.396, -0.909, -1.343], [2.441, 1.099, 0.469], [-1.938, -0.315, 0.722], [-1.879, -1.820, -0.108]]
}

***

Which of them is least stable? Easy: (B).

***

(A)
{
  "formula": "CH4N2O2S",
  "method": "the ωB97M-V functional and the def2-TZVPD basis",
  "smiles": "[H]/N=N/S(C)(=O)=O",
  "multiplicity": 1,
  "homo_lumo_gap_ev": 9.124,
  "symbols": ["C", "N", "N", "O", "O", "S", "H", "H", "H", "H"],
  "positions_angstrom": [[-0.815, -0.968, 0.248], [0.561, 0.669, -1.580], [1.265, 0.888, -0.589], [-0.579, 1.530, 1.535], [1.413, -0.122, 1.704], [0.411, 0.315, 0.817], [-1.548, -1.073, 1.015], [-1.281, -0.383, -0.484], [-0.352, -1.824, -0.216], [0.924, 0.968, -2.449]]
}

***

(B)
{
  "formula": "CH4N2O2S",
  "method": "the ωB97M-V functional and the def2-TZVPD basis",
  "multiplicity": 1,
  "homo_lumo_gap_ev": [7.758, 7.634],
  "symbols": ["C", "N", "N", "O", "O", "S", "H", "H", "H", "H"],
  "positions_angstrom": [[0.507, -0.671, 0.029], [-0.365, -1.615, -0.172], [-0.868, 0.898, 0.507], [2.396, 0.865, 0.187], [-0.680, 1.872, -0.402], [2.076, -0.508, -0.221], [-1.294, -1.172, -0.129], [-0.260, -2.521, 0.079], [-0.621, 1.223, 1.415], [-0.889, 1.628, -1.294]]
}

***

(C)
{
  "formula": "CH4N2O2S",
  "method": "the ωB97M-V functional and the def2-TZVPD basis",
  "smiles": "O=C(NO)NS",
  "multiplicity": 1,
  "homo_lumo_gap_ev": 10.030,
  "symbols": ["C", "H", "H", "H", "H", "N", "N", "O", "O", "S"],
  "positions_angstrom": [[0.427, 0.090, -0.181], [-1.710, 0.372, 2.260], [-1.577, 0.776, -0.413], [0.134, 0.873, -2.059], [2.392, -0.015, -0.962], [-0.941, 0.216, 0.070], [0.801, 0.805, -1.291], [1.251, -0.464, 0.533], [2.082, 0.464, -1.747], [-1.718, -0.606, 1.282]]
}

***

Which of them is least stable? Easy: (B).